# C5H14

A 2-piece molecular cluster, C5H14 overall in a non-equilibrium geometry (ωB97M-V/def2-TZVPD, the Open Molecules 2025 dataset).

Calculated values
- Gap between HOMO and LUMO: 11.627 eV
- SMILES string: CCC.CC
- Energy relative to the best compared isomer or geometry (same formula, charge and spin): 189.59 kJ/mol
- LUMO level: 1.1204 eV

Last column: Löwdin charge in e.
Positions of all 19 atoms, in Å:
1 C 1.017 -0.758 1.410  -0.1416
2 C 1.441 0.754 1.779  -0.2841
3 C 0.626 1.686 0.765  -0.1126
4 H 1.324 -1.035 0.411  0.0358
5 H -0.068 -1.079 1.436  0.0637
6 H 1.766 -1.251 2.213  0.1016
7 H 1.163 1.034 2.768  0.0706
8 H 2.535 0.676 1.558  0.1013
9 H -0.415 1.618 0.965  0.0578
10 H 0.953 2.641 0.993  0.0184
11 H 1.217 1.385 -0.175  0.0944
12 C -1.891 -1.251 -1.457  -0.2062
13 C -1.094 -0.344 -2.277  -0.2261
14 H -1.814 -0.927 -0.428  0.0491
15 H -3.023 -1.188 -1.857  0.1225
16 H -1.593 -2.228 -1.595  0.0289
17 H -1.757 0.596 -2.335  0.0912
18 H -0.831 -0.688 -3.325  0.0785
19 H -0.053 -0.078 -1.944  0.0566

Force components x, y, z for each atom (eV/Å):
C 1.6 0.1 2.9
C -2.0 -1.6 -3.2
C 4.3 -2.3 0.2
H 0.5 0.2 -0.2
H 1.2 0.6 0.7
H -2.3 -0.2 -1.9
H 0.3 -0.2 1.0
H -0.8 1.0 0.5
H -0.9 -0.5 -0.7
H 0.3 2.3 0.2
H -2.3 0.6 0.5
C -3.2 0.8 -0.4
C 1.2 2.9 -2.4
H -0.4 -0.3 0.3
H 2.4 -0.2 1.2
H 0.6 -2.3 0.2
H 1.7 -0.9 -0.3
H -1.0 0.2 0.9
H -1.2 -0.1 0.5

# C5H14

A 2-piece molecular cluster, C5H14 overall in a non-equilibrium geometry (ωB97M-V/def2-TZVPD, the Open Molecules 2025 dataset).

Calculated values
- Gap between HOMO and LUMO: 12.656 eV
- SMILES string: CCC.CC
- Energy relative to the best compared isomer or geometry (same formula, charge and spin): 27.70 kJ/mol
- LUMO level: 1.1638 eV

Last column: Löwdin charge in e.
Positions of all 19 atoms, in Å:
1 C 1.522 0.867 -0.818  -0.1355
2 C 1.394 -0.617 -0.434  -0.3074
3 C 1.238 -1.485 -1.679  -0.1249
4 H 2.338 1.036 -1.527  0.0723
5 H 1.735 1.470 0.077  0.0695
6 H 0.592 1.261 -1.216  0.0559
7 H 2.308 -0.860 0.101  0.0969
8 H 0.526 -0.708 0.213  0.0698
9 H 0.834 -0.960 -2.539  0.0660
10 H 2.166 -1.979 -1.982  0.0677
11 H 0.583 -2.345 -1.520  0.0639
12 C -2.185 0.585 0.689  -0.1480
13 C -1.664 0.447 2.140  -0.1545
14 H -2.902 -0.176 0.404  0.0606
15 H -2.663 1.554 0.563  0.0590
16 H -1.333 0.602 0.016  0.0281
17 H -1.739 1.407 2.648  0.0580
18 H -0.595 0.236 2.158  0.0462
19 H -2.155 -0.334 2.708  0.0563

Force components x, y, z for each atom (eV/Å):
C 0.2 0.1 0.7
C 0.1 0.9 -0.8
C 0.0 -1.1 0.0
H -0.2 0.0 0.0
H 0.0 -0.1 -0.2
H -0.1 0.0 -0.3
H -0.1 -0.4 0.3
H 0.1 -0.2 0.2
H 0.0 0.3 0.0
H 0.2 0.4 -0.1
H -0.2 0.1 0.2
C 0.3 0.5 0.6
C 0.3 0.3 -0.4
H 0.1 -0.2 -0.1
H -0.2 0.0 0.0
H -0.1 -0.3 -0.3
H -0.3 -0.1 0.2
H 0.0 -0.2 -0.1
H -0.2 0.0 0.1

# C5H14

A 2-piece molecular cluster, C5H14 overall in a non-equilibrium geometry (ωB97M-V/def2-TZVPD, the Open Molecules 2025 dataset).

Calculated values
- Gap between HOMO and LUMO: 12.435 eV
- SMILES string: CCC.CC
- Energy relative to the best compared isomer or geometry (same formula, charge and spin): 36.49 kJ/mol
- LUMO level: 1.1730 eV

Last column: Löwdin charge in e.
Positions of all 19 atoms, in Å:
1 C 1.026 -1.841 1.513  -0.1163
2 C 1.360 -0.654 0.603  -0.3252
3 C 0.912 0.678 1.154  -0.1272
4 H 1.204 -2.771 0.973  0.0658
5 H -0.055 -1.827 1.640  0.0676
6 H 1.554 -1.872 2.462  0.0691
7 H 2.437 -0.654 0.390  0.1030
8 H 0.996 -0.891 -0.371  0.0664
9 H -0.145 0.737 1.376  0.0568
10 H 1.402 0.849 2.113  0.0722
11 H 1.254 1.518 0.560  0.0665
12 C -1.422 0.167 -2.001  -0.1440
13 C -1.582 1.448 -1.178  -0.1811
14 H -0.955 -0.554 -1.339  0.0419
15 H -2.415 -0.215 -2.239  0.0600
16 H -0.917 0.387 -2.935  0.0651
17 H -1.715 1.326 -0.100  0.0455
18 H -2.312 2.182 -1.513  0.0594
19 H -0.628 1.989 -1.107  0.0543

Force components x, y, z for each atom (eV/Å):
C -0.5 0.0 -0.9
C 1.1 -0.6 0.5
C 0.7 0.2 0.6
H 0.3 -0.1 0.1
H -0.1 0.0 0.6
H -0.1 0.2 0.1
H 0.1 0.3 0.4
H -0.9 0.1 -0.7
H -0.3 0.0 -0.3
H 0.1 -0.2 0.2
H -0.3 0.1 -0.4
C -1.2 0.8 0.8
C 1.1 1.0 0.7
H 0.5 -0.3 -0.5
H 0.0 -0.2 -0.1
H 0.3 -0.3 0.0
H -0.7 -0.6 -0.1
H -0.1 -0.2 -0.3
H 0.0 0.0 -0.6

# C5H14

A 2-piece molecular cluster, C5H14 overall in a non-equilibrium geometry (ωB97M-V/def2-TZVPD, the Open Molecules 2025 dataset).

Calculated values
- Gap between HOMO and LUMO: 12.512 eV
- SMILES string: CCC.CC
- Energy relative to the best compared isomer or geometry (same formula, charge and spin): 57.58 kJ/mol
- LUMO level: 1.1741 eV

Last column: Löwdin charge in e.
Positions of all 19 atoms, in Å:
1 C 0.910 1.549 -1.159  -0.1461
2 C -0.010 2.150 -0.117  -0.3120
3 C -0.463 1.130 0.924  -0.1282
4 H 0.395 1.000 -1.944  0.0698
5 H 1.442 2.373 -1.653  0.0653
6 H 1.763 0.995 -0.759  0.0678
7 H -0.907 2.495 -0.634  0.1000
8 H 0.529 3.002 0.286  0.0986
9 H -1.092 1.657 1.642  0.0700
10 H 0.420 0.831 1.498  0.0774
11 H -0.996 0.248 0.591  0.0424
12 C 0.071 -2.168 -0.548  -0.1429
13 C -0.658 -2.117 0.814  -0.1708
14 H 0.766 -1.329 -0.579  0.0430
15 H 0.728 -3.025 -0.540  0.0516
16 H -0.540 -2.261 -1.433  0.0610
17 H -0.338 -1.301 1.442  0.0246
18 H -1.737 -2.246 0.798  0.0678
19 H -0.279 -2.982 1.370  0.0608

Force components x, y, z for each atom (eV/Å):
C 1.0 0.8 -0.7
C -0.4 -1.1 -0.7
C 0.6 1.2 1.0
H 0.0 -0.3 0.2
H -0.3 0.0 -0.3
H -0.4 -0.5 0.3
H 0.1 0.4 0.0
H -0.3 0.1 0.6
H -0.2 -0.1 0.1
H -0.1 -0.3 -0.1
H 0.1 0.3 -0.5
C 0.5 0.3 1.0
C 0.7 -1.6 0.2
H -0.3 0.2 -0.6
H 0.1 -0.4 -0.2
H -0.3 0.4 -0.1
H -0.3 0.3 -0.1
H -0.1 0.4 -0.2
H -0.3 -0.1 0.1